Here is a 2-piece molecular cluster, H5NO overall from the Open Molecules 2025 dataset. Energies are from ωB97M-V/def2-TZVPD.

largest force on an atom = 0.0235 Eh/bohr
LUMO level = 0.77 eV
DFT total energy = -3618.684 eV
charge = 0
SMILES = N.O
highest occupied orbital energy = -9.9 eV
frontier orbital gap = 10.7 eV

Each line ends with the Löwdin charge.
Atoms and positions in Å:
N (0.0000, 0.0000, 0.0000)  -0.0082
H (-0.1090, 0.4409, -0.9189)  0.0021
H (0.9593, 0.1874, 0.3085)  -0.0011
H (-0.6228, 0.4970, 0.6447)  0.0051
O (3.3235, 1.8581, -0.5690)  -0.0923
H (2.8374, 2.2915, -1.3066)  0.0462
H (4.1381, 2.3987, -0.4573)  0.0481

=====

Here is a 2-piece molecular cluster, C11H29N2O4Si2 overall from the Open Molecules 2025 dataset. Energies are from ωB97M-V/def2-TZVPD.

largest force on an atom = 0.0203 Eh/bohr
LUMO level = 2.59 eV
DFT total energy = -38804.590 eV
charge = -1
highest occupied orbital energy = -3.8 eV
frontier orbital gap = 6.4 eV

Each line ends with the Löwdin charge.
Atoms and positions in Å:
C (4.0492, -2.8351, -1.3689)  -0.0797
C (3.3492, -3.9620, -2.1219)  -0.2797
O (1.9415, -3.9498, -2.0265)  -0.1543
C (1.4430, -3.8801, -0.7007)  -0.1935
C (0.0183, -4.3956, -0.6764)  -0.1573
O (-0.9183, -3.3193, -0.7889)  -0.1318
N (-1.8872, -3.6504, -1.7836)  0.0643
C (-3.1255, -3.0082, -1.4693)  -0.5478
O (-4.1738, -3.5301, -1.7581)  0.1204
O (-3.0494, -1.8508, -0.7825)  0.1188
H (4.9585, -2.5452, -1.9031)  0.0719
H (4.3519, -3.1309, -0.3626)  0.0724
H (3.4242, -1.9436, -1.2945)  0.0729
H (3.7464, -4.9266, -1.7732)  0.1126
H (3.5657, -3.8947, -3.1910)  0.1138
H (2.0562, -4.4835, -0.0206)  0.1275
H (1.4479, -2.8381, -0.3596)  0.1197
H (-0.1794, -4.9360, 0.2561)  0.1228
H (-0.1353, -5.0825, -1.5089)  0.1223
H (-1.5304, -3.2914, -2.6699)  0.1457
H (-2.4250, -1.2458, -1.2112)  0.1303
C (1.6262, 0.4656, 0.2194)  -0.2199
Si (0.4085, 1.5735, 1.1601)  0.1912
C (1.4394, 2.4593, 2.4893)  -0.2074
C (-0.7382, 0.3863, 2.1008)  -0.1982
N (-0.3609, 2.5800, 0.0760)  -0.2366
Si (-1.5137, 3.7450, 0.3840)  0.1942
C (-0.9482, 5.1717, 1.5075)  -0.2096
C (-3.1311, 3.1081, 1.1544)  -0.2073
C (-2.0392, 4.5805, -1.2361)  -0.2189
H (2.1529, -0.2258, 0.8901)  0.0087
H (1.0873, -0.1252, -0.5270)  0.0031
H (2.3709, 1.0748, -0.2979)  0.0123
H (2.0976, 1.7646, 3.0265)  0.0076
H (0.7987, 2.9424, 3.2314)  0.0048
H (2.0627, 3.2273, 2.0266)  0.0131
H (-1.4307, -0.0960, 1.4073)  0.0053
H (-1.3280, 0.9122, 2.8560)  0.0071
H (-0.1766, -0.4035, 2.6161)  0.0095
H (-0.8414, 4.8465, 2.5460)  0.0036
H (-1.6626, 6.0041, 1.4955)  0.0079
H (0.0192, 5.5501, 1.1698)  0.0123
H (-3.4890, 2.2357, 0.6033)  0.0108
H (-3.9191, 3.8709, 1.1314)  0.0085
H (-2.9902, 2.8141, 2.1980)  0.0046
H (-2.4507, 3.8384, -1.9245)  0.0072
H (-1.1738, 5.0441, -1.7154)  0.0082
H (-2.7977, 5.3553, -1.0731)  0.0069

=====

Here is C33H29N2O8PSr as an isolated structure from the Open Molecules 2025 dataset. Energies are from ωB97M-V/def2-TZVPD.

largest force on an atom = 0.0514 Eh/bohr
LUMO level = 0.07 eV
DFT total energy = -64182.180 eV
charge = 0
highest occupied orbital energy = -7.6 eV
frontier orbital gap = 7.7 eV

Each line ends with the Löwdin charge.
Atoms and positions in Å:
Sr (-0.8818, 1.0945, 1.4767)  1.7005
C (-4.7124, 1.0224, -0.8534)  0.0042
C (-4.3776, 0.4712, 0.4953)  -0.3472
N (-3.3044, 0.7505, 1.1981)  0.0314
C (-3.4051, 0.0259, 2.3950)  -0.1220
C (-4.5579, -0.7030, 2.3647)  -0.0863
N (-5.1514, -0.4072, 1.1727)  0.1723
C (-5.2734, -1.6714, 3.2506)  -0.4786
O (-4.6793, -2.0601, 4.3588)  0.1345
O (-6.3706, -2.0495, 2.9034)  0.0923
C (-2.4124, 0.2197, 3.5497)  -0.6203
O (-2.3857, -0.6693, 4.4225)  0.0246
O (-1.7166, 1.2761, 3.5068)  -0.2016
H (-3.9606, 1.7576, -1.1349)  0.0841
H (-5.6881, 1.5118, -0.8534)  0.0852
H (-4.7328, 0.2351, -1.6111)  0.0777
H (-6.0507, -0.7853, 0.9148)  0.1699
H (-3.7917, -1.5866, 4.4874)  0.0895
C (4.3836, 4.7080, -1.5509)  -0.0739
O (4.6980, 4.5935, -0.1660)  -0.0791
C (3.8025, 3.9616, 0.6308)  -0.2928
C (4.2727, 3.6929, 1.9317)  -0.0250
C (3.4604, 2.9707, 2.7625)  -0.0383
C (2.1991, 2.5066, 2.3523)  -0.1120
C (1.5760, 1.4483, 3.1462)  -0.3784
C (1.7100, 1.4052, 4.6391)  0.0083
O (0.9457, 0.5375, 2.5837)  -0.1685
C (1.6494, 2.9267, 1.0950)  -0.3786
O (0.4161, 2.6873, 0.7813)  -0.2953
C (2.5296, 3.6115, 0.2140)  0.0427
H (5.2823, 5.0584, -2.0423)  0.0886
H (3.5786, 5.4262, -1.7096)  0.0938
H (4.0913, 3.7448, -1.9622)  0.0892
H (5.2563, 4.0345, 2.2308)  0.1133
H (3.8269, 2.6950, 3.7487)  0.1149
H (2.4660, 0.6595, 4.9092)  0.1011
H (0.7508, 1.0703, 5.0349)  0.0925
H (1.9808, 2.3688, 5.0668)  0.0858
H (2.1491, 3.8656, -0.7634)  0.1117
O (-0.5727, 0.0708, -0.5085)  -0.4993
P (0.0302, -1.0527, -1.3385)  0.8184
C (-0.6431, -2.6297, -0.8148)  -0.2539
C (-1.9248, -3.0151, -1.2305)  -0.0651
C (-2.5353, -4.1341, -0.6819)  -0.0712
C (-1.8766, -4.8817, 0.2904)  -0.0690
C (-0.6056, -4.5101, 0.7091)  -0.0654
C (0.0093, -3.3894, 0.1621)  -0.0643
C (-0.3808, -0.8260, -3.0665)  -0.2571
C (0.4492, -1.1976, -4.1254)  -0.0571
C (0.0455, -0.9830, -5.4387)  -0.0713
C (-1.1867, -0.3945, -5.7009)  -0.0745
C (-2.0145, -0.0074, -4.6519)  -0.0694
C (-1.6116, -0.2179, -3.3407)  -0.0821
C (1.7878, -1.1293, -1.1595)  -0.2848
C (2.5736, -2.1893, -1.6243)  -0.0960
C (3.9511, -2.1353, -1.4639)  -0.0712
C (4.5387, -1.0368, -0.8333)  -0.0640
C (3.7587, 0.0112, -0.3663)  -0.0408
C (2.3798, -0.0324, -0.5365)  -0.0381
H (-2.4492, -2.4461, -1.9884)  0.1002
H (-3.5262, -4.4249, -1.0096)  0.1066
H (-2.3583, -5.7532, 0.7236)  0.1094
H (-0.0915, -5.0859, 1.4706)  0.1096
H (0.9921, -3.1003, 0.5118)  0.1099
H (1.4214, -1.6436, -3.9360)  0.0978
H (0.6985, -1.2678, -6.2563)  0.1070
H (-1.4969, -0.2247, -6.7253)  0.1060
H (-2.9674, 0.4694, -4.8553)  0.1067
H (-2.2384, 0.1122, -2.5195)  0.0916
H (2.1153, -3.0586, -2.0885)  0.1150
H (4.5695, -2.9479, -1.8250)  0.1053
H (5.6150, -1.0041, -0.7043)  0.1073
H (4.2083, 0.8646, 0.1318)  0.1095
H (1.7630, 0.7856, -0.1854)  0.0841

=====

Here is an isolated molecule of C2H4N2O2 from the Open Molecules 2025 dataset. Energies are from ωB97M-V/def2-TZVPD.

largest force on an atom = 0.0150 Eh/bohr
LUMO level = 0.36 eV
DFT total energy = -9213.864 eV
charge = 0
SMILES = NC(=O)NC=O
highest occupied orbital energy = -10.7 eV
frontier orbital gap = 11.0 eV

Each line ends with the Löwdin charge.
Atoms and positions in Å:
N (1.2680, 0.4051, 0.0701)  0.1704
C (0.6697, -0.7494, 0.4534)  -0.5520
O (1.0943, -1.6110, 1.1757)  0.0925
N (-0.6620, -0.8746, -0.2479)  0.0789
C (-1.4095, 0.3326, -0.1246)  -0.2875
O (-1.1385, 1.3577, -0.7118)  0.0433
H (2.1502, 0.6905, 0.4653)  0.1187
H (0.6749, 1.0773, -0.4169)  0.0751
H (-0.3869, -0.9233, -1.2312)  0.1259
H (-2.2601, 0.2951, 0.5679)  0.1347

=====

Here is an isolated molecule of C4H6OS2 from the Open Molecules 2025 dataset. Energies are from ωB97M-V/def2-TZVPD.

largest force on an atom = 0.0541 Eh/bohr
LUMO level (alpha / beta) = -1.81 / -1.77 eV
DFT total energy = -27961.401 eV
charge = 0
highest occupied orbital energy (alpha / beta) = -8.8 / -8.8 eV
frontier orbital gap (alpha / beta) = 7.0 / 7.1 eV

Each line ends with the Löwdin charge.
Atoms and positions in Å:
C (-0.6748, 0.6276, 0.0053)  -0.4810
C (0.0496, -0.6536, 0.0551)  -0.5464
C (0.1012, 1.8958, -0.3140)  -0.0743
C (-0.6246, -1.9585, 0.4683)  -0.1328
O (-1.8806, 0.6047, 0.1316)  0.0926
S (1.6555, -0.9855, -0.3827)  0.5348
S (2.8689, 0.5070, -0.4983)  0.1534
H (0.4018, 2.0636, -1.4317)  0.1282
H (1.0099, 1.8351, 0.3538)  0.0251
H (-0.5415, 2.6689, -0.1141)  0.0395
H (-1.2350, -1.7365, 1.4342)  0.1224
H (0.2787, -2.6021, 0.5728)  0.0403
H (-1.4090, -2.2664, -0.2803)  0.0982

=====

Here is a 2-piece molecular cluster, C2F5NO overall from the Open Molecules 2025 dataset. Energies are from ωB97M-V/def2-TZVPD.

largest force on an atom = 0.0608 Eh/bohr
LUMO level (alpha / beta) = -0.90 / -0.90 eV
DFT total energy = -19192.113 eV
charge = 0
highest occupied orbital energy (alpha / beta) = -10.8 / -10.8 eV
frontier orbital gap (alpha / beta) = 9.9 / 9.9 eV

Each line ends with the Löwdin charge.
Atoms and positions in Å:
C (2.2700, -0.5766, 0.1501)  -0.6382
C (-1.0607, 0.8708, 0.5706)  -0.1357
N (-1.9466, 0.2164, -0.0231)  -0.0199
O (3.1274, -0.1840, 0.7968)  0.2550
F (1.6783, 0.0160, -0.8263)  0.1951
F (-0.6354, 1.9608, 0.1475)  0.1614
F (1.5926, -1.6959, 0.2733)  0.1740
F (-2.4314, -0.9653, 0.3674)  0.0855
F (-2.5942, 0.3579, -1.4562)  -0.0771